No. 1
Computed, not measured: one molecule with the formula C5H10O, with the ωB97M-V functional and the def2-TZVPD basis.

Calculated values
lowest unoccupied orbital energy	1.06	eV
HOMO-LUMO gap	11.0	eV
energy relative to the best compared isomer or geometry (same formula, charge and spin)	140.80	kJ/mol
largest force on an atom	0.54	eV Å⁻¹
highest occupied orbital energy	-9.962	eV
calculated total energy	-271.6990	Ha

CARTESIAN COORDINATES (ANGSTROEM)
C (1.993, -0.180, 0.072)
C (0.836, 0.749, -0.272)
C (-0.565, 0.115, -0.115)
C (-0.866, -1.200, 0.616)
C (-1.742, 0.962, -0.334)
O (-1.209, 0.200, -1.398)
H (1.835, -1.160, -0.392)
H (2.074, -0.315, 1.154)
H (2.943, 0.211, -0.306)
H (0.909, 1.007, -1.337)
H (0.923, 1.704, 0.266)
H (-0.017, -1.882, 0.706)
H (-1.289, -1.062, 1.621)
H (-1.635, -1.703, 0.020)
H (-1.644, 2.048, -0.369)
H (-2.719, 0.592, -0.024)

Forces on atoms 1 to 3 (eV/Å):
C 0.0 -0.1 0.1
C -0.1 0.0 0.1
C 0.1 0.0 -0.1


No. 2
Computed, not measured: one molecule with the formula C5H10O, with the ωB97M-V functional and the def2-TZVPD basis.

Calculated values
lowest unoccupied orbital energy	1.16	eV
HOMO-LUMO gap	11.3	eV
energy relative to the best compared isomer or geometry (same formula, charge and spin)	122.85	kJ/mol
largest force on an atom	0.30	eV Å⁻¹
highest occupied orbital energy	-10.174	eV
calculated total energy	-271.7058	Ha

CARTESIAN COORDINATES (ANGSTROEM)
C (-0.483, 1.340, -1.053)
C (-0.416, 0.266, 0.035)
C (-1.442, -0.840, -0.205)
C (0.988, -0.320, 0.108)
C (1.759, -0.397, 1.353)
O (1.142, -1.550, 0.802)
H (0.258, 2.131, -0.892)
H (-1.473, 1.808, -1.081)
H (-0.298, 0.901, -2.042)
H (-0.645, 0.738, 1.000)
H (-2.458, -0.433, -0.222)
H (-1.377, -1.595, 0.582)
H (-1.263, -1.340, -1.164)
H (1.551, -0.281, -0.828)
H (2.848, -0.392, 1.328)
H (1.309, -0.037, 2.279)

Forces on atoms 1 to 3 (eV/Å):
C 0.0 0.0 0.0
C 0.0 0.0 0.0
C 0.0 -0.1 0.0


No. 3
Computed, not measured: one molecule with the formula C5H10O, with the ωB97M-V functional and the def2-TZVPD basis.

Calculated values
lowest unoccupied orbital energy	0.85	eV
HOMO-LUMO gap	10.5	eV
energy relative to the best compared isomer or geometry (same formula, charge and spin)	195.55	kJ/mol
largest force on an atom	1.61	eV Å⁻¹
highest occupied orbital energy	-9.600	eV
calculated total energy	-271.6781	Ha

CARTESIAN COORDINATES (ANGSTROEM)
C (-0.885, -0.732, -0.893)
C (-0.024, 0.159, 0.010)
C (0.331, 1.459, -0.877)
C (0.957, -1.108, 0.745)
C (-0.617, 0.613, 1.312)
O (-0.611, -0.113, 2.280)
H (-1.624, -0.222, -1.521)
H (-0.192, -1.240, -1.577)
H (-1.381, -1.487, -0.284)
H (-0.521, 1.752, -1.533)
H (1.160, 1.313, -1.571)
H (0.543, 2.378, -0.309)
H (0.426, -1.866, 1.380)
H (1.348, -1.669, -0.088)
H (1.747, -0.753, 1.421)
H (-0.965, 1.651, 1.447)

Forces on atoms 1 to 3 (eV/Å):
C -0.2 -0.2 0.1
C 0.5 -1.0 0.6
C 0.4 -0.5 0.3


No. 4
Computed, not measured: a 2-piece molecular cluster, C5H10O overall, with the ωB97M-V functional and the def2-TZVPD basis.

Calculated values
lowest unoccupied orbital energy (alpha / beta)	0.27 / 0.09	eV
HOMO-LUMO gap (alpha / beta)	8.3 / 7.5	eV
energy relative to the best compared isomer or geometry (same formula, charge and spin)	533.26	kJ/mol
largest force on an atom	0.72	eV Å⁻¹
highest occupied orbital energy (alpha / beta)	-8.063 / -7.411	eV
calculated total energy	-271.5495	Ha

CARTESIAN COORDINATES (ANGSTROEM)
C (-0.415, 1.166, -1.170)
C (-0.137, -0.130, -0.471)
C (-1.326, -0.974, -0.128)
C (1.175, -0.512, -0.248)
C (1.373, -0.930, 1.236)
O (1.342, -1.862, 0.224)
H (0.489, 1.766, -1.312)
H (-1.142, 1.765, -0.608)
H (-0.859, 0.973, -2.157)
H (0.708, 1.965, 1.798)
H (-2.032, -0.426, 0.509)
H (-1.036, -1.907, 0.358)
H (-1.868, -1.223, -1.052)
H (2.023, -0.033, -0.727)
H (1.220, 1.425, 1.857)
H (0.484, -1.062, 1.890)

Forces on atoms 1 to 3 (eV/Å):
C 0.0 0.0 0.0
C -0.6 0.2 -0.3
C 0.1 0.0 0.0


No. 5
Computed, not measured: one molecule with the formula C5H10O2, with the ωB97M-V functional and the def2-TZVPD basis.

Calculated values
lowest unoccupied orbital energy	0.94	eV
HOMO-LUMO gap	10.0	eV
energy relative to the best compared isomer or geometry (same formula, charge and spin)	243.46	kJ/mol
largest force on an atom	0.34	eV Å⁻¹
highest occupied orbital energy	-9.083	eV
calculated total energy	-346.9327	Ha

CARTESIAN COORDINATES (ANGSTROEM)
C (-1.184, 0.649, 2.047)
O (-0.425, 0.581, 0.863)
C (-0.874, -0.456, 0.009)
C (0.020, -0.567, -1.204)
C (0.849, 0.615, -1.664)
C (1.510, -0.570, -1.023)
O (2.082, -0.501, 0.245)
H (-2.250, 0.804, 1.824)
H (-0.813, 1.496, 2.627)
H (-1.080, -0.273, 2.637)
H (-0.866, -1.410, 0.562)
H (-1.915, -0.253, -0.290)
H (-0.391, -1.220, -1.973)
H (0.973, 0.782, -2.731)
H (0.782, 1.518, -1.063)
H (2.097, -1.230, -1.657)
H (1.485, 0.034, 0.793)

Forces on atoms 1 to 3 (eV/Å):
C -0.1 0.0 0.2
O 0.1 0.0 -0.1
C -0.1 -0.1 -0.1


No. 6
Computed, not measured: a 2-piece molecular cluster, C5H10O2 overall, with the ωB97M-V functional and the def2-TZVPD basis.

Calculated values
lowest unoccupied orbital energy	0.78	eV
HOMO-LUMO gap	10.7	eV
energy relative to the best compared isomer or geometry (same formula, charge and spin)	428.68	kJ/mol
largest force on an atom	0.56	eV Å⁻¹
highest occupied orbital energy	-9.964	eV
calculated total energy	-346.8622	Ha

CARTESIAN COORDINATES (ANGSTROEM)
O (0.723, -1.946, 0.421)
C (0.874, -0.738, 1.099)
C (0.030, 0.488, 1.088)
C (0.550, 1.358, 0.001)
O (0.276, 1.365, -1.372)
C (1.554, 0.519, 0.695)
H (1.119, -1.898, -0.454)
H (1.099, -1.012, 2.136)
H (-0.586, 0.824, 1.920)
H (0.604, 2.390, 0.362)
H (-0.270, 2.149, -1.533)
H (2.475, 0.895, 1.128)
C (-1.700, -0.885, -1.100)
H (-2.326, 0.011, -1.054)
H (-2.087, -1.680, -0.458)
H (-1.618, -1.225, -2.135)
H (-0.718, -0.615, -0.742)

Forces on atoms 1 to 3 (eV/Å):
O 0.1 0.0 -0.5
C 0.0 0.1 0.3
C -0.1 0.1 0.2


No. 7
Computed, not measured: one molecule with the formula C5H10O2, with the ωB97M-V functional and the def2-TZVPD basis.

Calculated values
lowest unoccupied orbital energy	0.89	eV
HOMO-LUMO gap	10.6	eV
energy relative to the best compared isomer or geometry (same formula, charge and spin)	156.69	kJ/mol
largest force on an atom	0.50	eV Å⁻¹
highest occupied orbital energy	-9.690	eV
calculated total energy	-346.9658	Ha

CARTESIAN COORDINATES (ANGSTROEM)
O (-0.204, 1.714, 1.866)
C (-1.015, 0.905, 1.033)
C (-0.140, 0.453, -0.120)
C (1.022, -0.435, 0.317)
C (1.367, -1.094, -1.007)
O (0.086, -1.545, -1.426)
C (-0.817, -0.470, -1.163)
H (-0.721, 1.969, 2.639)
H (-1.387, 0.020, 1.576)
H (-1.890, 1.465, 0.665)
H (0.247, 1.355, -0.613)
H (1.808, 0.066, 0.883)
H (0.610, -1.249, 0.924)
H (2.054, -1.941, -0.930)
H (1.764, -0.381, -1.749)
H (-1.759, -0.892, -0.791)
H (-1.025, 0.058, -2.102)

Forces on atoms 1 to 3 (eV/Å):
O -0.1 0.1 0.3
C -0.2 -0.3 -0.3
C 0.0 0.0 0.0


No. 8
Computed, not measured: a 2-piece molecular cluster, C5H10O2 overall, with the ωB97M-V functional and the def2-TZVPD basis.

Calculated values
lowest unoccupied orbital energy	0.80	eV
HOMO-LUMO gap	9.8	eV
energy relative to the best compared isomer or geometry (same formula, charge and spin)	452.88	kJ/mol
largest force on an atom	0.64	eV Å⁻¹
highest occupied orbital energy	-8.954	eV
calculated total energy	-346.8529	Ha

CARTESIAN COORDINATES (ANGSTROEM)
O (1.826, 0.771, 0.489)
C (1.574, -0.491, -0.111)
C (0.070, -0.691, -0.375)
C (-0.627, 0.571, -0.816)
C (-2.010, 0.243, -1.344)
O (-2.379, -0.386, -0.089)
C (-1.072, -0.123, 0.456)
H (2.781, 0.888, 0.577)
H (2.001, -1.308, 0.492)
H (2.091, -0.530, -1.091)
H (-0.093, -1.644, -0.885)
H (-0.102, 1.515, -0.911)
H (-2.091, -0.509, -2.139)
H (-2.594, 1.138, -1.608)
H (-1.080, 0.026, 1.534)
H (0.991, 0.250, 2.566)
H (0.715, 0.279, 3.255)

Forces on atoms 1 to 3 (eV/Å):
O 0.1 0.1 0.1
C -0.2 -0.3 -0.1
C 0.3 0.0 -0.1


Among the records above, which one has the lowest energy relative to the best compared isomer or geometry (same formula, charge and spin)? number 2